[1]
Density functional theory data (ωB97M-V with the def2-TZVPD basis set) for 2 unconnected molecules or ions with the total composition C5H9N2 in a non-equilibrium geometry.

Last column: natural (NBO) charge in e.
Cartesian coordinates (Å):
C 3.1513 -0.9499 -0.4540  -0.054
C 2.4663 1.0775 -0.2329  -0.215
C 2.2108 -0.0197 -0.9189  0.010
C -1.8963 0.9404 -0.3814  -0.431
C -1.0320 -0.9952 0.9409  -0.066
N 3.2716 -0.0412 0.4662  -0.189
N -2.1094 -0.4294 0.1908  -0.565
H 3.3784 -1.8741 -0.7173  0.228
H 2.3074 2.0269 0.0820  0.238
H -2.8636 1.4103 -0.8216  0.263
H -1.5455 1.5362 0.4585  0.232
H -1.0275 0.9379 -0.9840  0.248
H -0.6161 -1.8559 0.5739  0.195
H -0.4582 -0.2829 1.4179  0.187
H -2.9165 -0.3176 0.9084  0.462
H -2.3207 -1.1635 -0.5287  0.456

Force components x, y, z for each atom (eV/Å):
0.7 3.0 0.5
1.1 -2.4 -1.3
-2.8 1.8 -0.6
-1.3 1.2 0.6
-0.4 1.1 0.0
0.0 -0.8 1.0
-2.4 -0.7 0.5
1.4 -3.9 -0.3
-0.5 2.4 0.7
1.8 -1.2 0.6
-0.5 0.2 0.2
0.5 -0.3 -1.3
0.8 -2.0 -0.7
1.1 1.1 1.3
1.0 -0.5 -1.8
-0.6 1.2 0.6

Its highest occupied orbital energy (spin up / spin down) is -11.669 / -10.727 eV. For the relative energy (zero: lowest compared OMol25 entry of this formula, charge and spin), the calculation gives 1106.1 kJ/mol. The value obtained for the LUMO energy (spin up / spin down) is -3.74 / -5.40 eV. Its charge is +1. The value obtained for the max |F| is 4.2 eV Å⁻¹. The value obtained for the gap between HOMO and LUMO (spin up / spin down) is 0.2915 / 0.1957 hartree.

[2]
Density functional theory data (ωB97M-V with the def2-TZVPD basis set) for a gas-phase ion, C5H9N2 (charge +1) in a non-equilibrium geometry.

Last column: natural (NBO) charge in e.
Cartesian coordinates (Å):
H 2.3813 2.0714 -0.8421  0.365
N 1.4768 1.8121 -0.7687  -0.511
C 1.2222 0.7633 -0.1284  0.242
C 2.1469 -0.2833 0.4953  -0.668
C -0.2309 0.4739 0.1891  0.421
N -1.2318 -0.1597 -0.1941  -0.176
C -1.9248 -0.9637 -1.1351  -0.463
C -1.2428 0.4227 1.1858  -0.219
H 1.7276 -1.1799 0.1538  0.229
H 3.1441 0.0148 0.2553  0.258
H 2.1943 -0.3988 1.4819  0.247
H -2.6803 -0.4994 -1.8164  0.284
H -2.6974 -1.5175 -0.6321  0.255
H -1.2186 -1.6525 -1.5504  0.253
H -1.1953 -0.3039 1.9994  0.237
H -1.8713 1.4003 1.3068  0.246

Force components x, y, z for each atom (eV/Å):
4.0 0.7 -0.4
-4.5 -1.1 0.6
0.1 0.3 1.1
-0.7 2.2 -3.4
2.5 -0.3 -1.7
-0.5 1.2 0.5
-1.8 -0.7 -0.5
-2.7 1.8 1.2
0.4 -1.8 -1.0
0.7 -0.5 -0.9
-0.6 0.2 4.5
1.6 0.7 -0.1
0.2 -0.7 1.0
0.2 -0.2 -0.8
0.0 0.4 -0.1
1.1 -2.1 0.0

Its highest occupied orbital energy is -14.716 eV. For the relative energy (zero: lowest compared OMol25 entry of this formula, charge and spin), the calculation gives 515.9 kJ/mol. The structure (SMILES) is [H]/N=C(\C)C1=[N+](C)C1. The value obtained for the LUMO energy is -4.51 eV. Its charge is +1. The value obtained for the max |F| is 4.7 eV Å⁻¹. The value obtained for the gap between HOMO and LUMO is 0.3750 hartree.

[3]
Density functional theory data (ωB97M-V with the def2-TZVPD basis set) for a gas-phase ion, C5H9N2 (charge +1) in a non-equilibrium geometry.

Last column: Mulliken spin population.
Cartesian coordinates (Å):
C -1.3907 0.8022 -1.1118  0.480
C -0.2377 -1.1388 -0.2602  0.143
C -0.7490 0.3192 -0.1044  0.298
C 1.1954 -1.2705 -0.5461  0.029
C -0.3146 1.0804 1.1586  0.048
N -0.8891 -1.7265 -1.2538  0.238
N -1.4550 -1.2255 -2.1013  0.608
H -1.7723 1.8080 -1.2271  0.016
H -1.5740 0.2628 -2.0506  0.062
H -0.3625 -1.7128 0.7650  0.029
H 1.5039 -2.3337 -0.2479  0.001
H 1.7222 -0.5994 0.0763  -0.006
H 1.4492 -1.1990 -1.6350  -0.004
H -0.9366 0.4776 1.9368  0.052
H -0.5971 2.1605 1.1597  -0.004
H 0.7602 0.9376 1.1701  0.009

Force components x, y, z for each atom (eV/Å):
-3.7 5.5 -5.2
0.2 2.4 6.1
4.8 -2.5 6.1
2.4 -2.4 -1.0
-2.2 -1.0 -1.4
-1.3 -4.9 -0.8
-2.4 -1.9 -4.7
-0.2 0.4 1.0
0.5 0.5 0.4
-0.3 1.2 -1.9
-0.3 1.5 -0.4
1.1 0.7 0.4
-0.2 0.4 1.0
1.4 1.1 -0.6
0.2 -1.0 0.0
0.2 -0.1 0.9

Its highest occupied orbital energy (spin up / spin down) is -11.994 / -16.526 eV. For the relative energy (zero: lowest compared OMol25 entry of this formula, charge and spin), the calculation gives 321.2 kJ/mol. The expectation value of S² is 2.0057. The value obtained for the LUMO energy (spin up / spin down) is -4.48 / -9.36 eV. Its charge is +1. Its spin multiplicity is 3. The value obtained for the max |F| is 8.4 eV Å⁻¹. The value obtained for the gap between HOMO and LUMO (spin up / spin down) is 0.2763 / 0.2635 hartree.

[4]
Density functional theory data (ωB97M-V with the def2-TZVPD basis set) for 2 unconnected molecules or ions with the total composition C5H9N2O in a non-equilibrium geometry.

Last column: natural (NBO) charge in e.
Cartesian coordinates (Å):
C -3.3584 -0.1354 -0.1697  0.894
C 2.3043 -0.4423 -0.7761  -0.415
C 1.1678 -1.0133 -0.0136  -0.227
C 2.2220 -0.2036 0.6926  -0.174
C 0.8295 0.2160 0.7343  -0.079
N -4.5317 -0.2083 -0.0444  -0.652
N -0.0191 1.1382 -0.1927  -0.685
O -2.2885 0.2992 -0.2628  -0.632
H 3.1845 -1.0312 -0.9656  0.247
H 2.4239 0.5182 -1.3993  0.212
H 0.8527 -1.9843 0.0844  0.251
H 2.8111 -0.3388 1.5155  0.254
H 0.2310 -0.0182 1.7257  0.247
H -5.2353 -0.7710 0.1953  0.431
H 0.0610 0.8382 -1.1603  0.441
H 0.3100 2.0855 -0.0636  0.427
H -0.9646 1.0511 0.1001  0.461

Force components x, y, z for each atom (eV/Å):
-2.8 0.8 0.7
2.4 1.9 -0.4
1.2 1.9 0.1
-1.9 1.1 -2.0
-3.7 -2.1 1.3
3.0 1.7 -1.1
3.5 1.0 1.3
1.5 -0.6 -0.6
-0.1 -0.8 -0.5
-1.2 -1.5 0.5
-0.6 -2.0 0.3
1.6 -0.5 1.7
1.2 1.0 -2.1
-3.0 -2.6 1.0
0.1 0.1 0.0
-0.1 0.5 -0.4
-1.0 0.0 0.3

Its highest occupied orbital energy is -14.126 eV. For the relative energy (zero: lowest compared OMol25 entry of this formula, charge and spin), the calculation gives 372.1 kJ/mol. The value obtained for the LUMO energy is -2.99 eV. Its charge is +1. The value obtained for the max |F| is 4.5 eV Å⁻¹. The value obtained for the gap between HOMO and LUMO is 0.4091 hartree.

[5]
Density functional theory data (ωB97M-V with the def2-TZVPD basis set) for a molecular structure, C5H9N2O in a non-equilibrium geometry.

Last column: natural (NBO) charge in e.
Cartesian coordinates (Å):
C -0.9583 -0.6182 -1.3919  0.667
C -0.7699 -1.7081 0.6959  -0.256
C 0.6093 -0.8803 0.3631  -0.194
C 0.4651 0.6141 -1.9490  0.107
C -0.7030 1.2093 0.2458  -0.443
N -1.4756 -1.8246 -0.6047  -0.363
N -0.0404 0.1573 -0.5358  -0.302
O -0.6462 -0.1471 -2.5730  -0.409
H -0.4924 -2.6805 1.0356  0.254
H -1.3564 -1.1135 1.4457  0.213
H 1.0241 -0.4730 1.2204  0.230
H 1.3550 -1.3446 -0.2328  0.231
H 0.2014 1.7506 -2.0819  0.248
H 1.5030 0.2885 -2.2710  0.260
H -1.2700 1.9896 -0.2633  0.261
H -1.4352 0.7391 0.9236  0.250
H 0.0919 1.5838 0.9552  0.245

Force components x, y, z for each atom (eV/Å):
-2.5 -7.3 6.4
1.3 2.2 -1.3
-3.3 -0.5 -1.0
-0.4 2.1 -0.2
0.3 0.5 2.8
2.3 5.8 -4.6
0.7 0.4 -1.9
0.6 0.2 0.3
-0.2 -0.7 0.3
0.5 -1.0 -0.4
0.8 1.2 1.5
0.4 -1.0 -0.4
1.0 -2.3 0.2
-1.4 0.2 0.5
0.6 -0.2 -0.6
0.3 0.0 -0.5
-0.9 0.2 -1.0

Its highest occupied orbital energy (spin up / spin down) is -14.033 / -14.034 eV. For the relative energy (zero: lowest compared OMol25 entry of this formula, charge and spin), the calculation gives 559.3 kJ/mol. The value obtained for the LUMO energy (spin up / spin down) is -4.32 / -4.32 eV. Its charge is +1. The value obtained for the max |F| is 10.0 eV Å⁻¹. The value obtained for the gap between HOMO and LUMO (spin up / spin down) is 0.3571 / 0.3572 hartree.

[6]
Density functional theory data (ωB97M-V with the def2-TZVPD basis set) for a molecular structure, C5H9N2O4 in a non-equilibrium geometry.

Last column: natural (NBO) charge in e.
Cartesian coordinates (Å):
C -1.7895 2.0737 -0.4259  0.963
C 0.2712 -0.7463 1.0689  0.536
C -0.5262 0.6960 -1.0726  0.633
C 1.2674 -0.9136 2.1686  -0.653
C 0.5843 0.2010 -0.0710  -0.166
N 1.0049 -1.1426 -0.3661  -0.608
N -0.5256 0.1554 -2.3260  -0.845
O -2.6184 2.8505 -0.1003  -0.474
O -0.9165 -1.3553 1.2280  -0.617
O -0.5678 2.1682 -0.9838  -0.497
O -1.8330 0.6815 -0.4256  -0.544
H 1.4476 -0.0649 2.6449  0.250
H 0.9439 -1.5949 2.8147  0.259
H 2.2711 -1.1295 1.8258  0.236
H 1.1905 1.1184 0.2146  0.291
H 0.5984 -1.5307 -1.1596  0.441
H 1.9374 -1.5130 -0.3880  0.436
H -1.4517 0.2835 -2.6961  0.429
H -1.5717 -0.7776 0.8304  0.519
H 0.2839 0.5401 -2.7809  0.411

Force components x, y, z for each atom (eV/Å):
-1.7 0.9 0.3
-0.4 -0.7 -1.4
-0.6 0.9 2.9
0.9 -0.4 -4.2
-1.0 2.1 0.7
2.0 -0.2 1.0
0.3 -0.6 1.0
1.3 -0.9 -0.2
1.2 0.7 0.3
0.6 -0.1 -0.2
0.4 -0.6 -0.4
0.1 4.1 2.3
-1.3 -3.0 2.6
0.1 -0.6 -0.4
0.2 -1.7 -0.7
-2.0 -0.7 -1.6
0.9 0.6 0.7
0.1 0.1 -1.1
-0.9 0.2 -0.3
-0.1 0.0 -1.2

Its highest occupied orbital energy is -15.375 eV. For the relative energy (zero: lowest compared OMol25 entry of this formula, charge and spin), the calculation gives 263.8 kJ/mol. The value obtained for the LUMO energy is -3.27 eV. Its charge is +1. The value obtained for the max |F| is 4.7 eV Å⁻¹. The value obtained for the gap between HOMO and LUMO is 0.4450 hartree.

[7]
Density functional theory data (ωB97M-V with the def2-TZVPD basis set) for a single C5H9N2O4P molecule in a non-equilibrium geometry.

Last column: natural (NBO) charge in e.
Cartesian coordinates (Å):
C 0.5815 -1.2609 0.0764  0.614
C 2.0488 -1.5737 0.0775  -0.726
C 0.9330 0.9018 -1.2446  -0.624
C 0.2946 0.9541 1.1969  -0.613
C 0.1927 0.1914 -0.1175  -0.481
N -3.7844 0.9912 0.7841  0.185
N -3.3726 -0.0185 1.0619  0.310
O -0.2767 -2.0856 0.2450  -0.517
O -1.8531 -0.6799 -1.8853  -1.048
O -2.2536 1.4508 -0.4760  -1.029
O -2.4432 -0.7551 0.8213  -0.417
P -1.5660 0.1381 -0.7174  2.254
H 2.2124 -2.5832 0.4447  0.246
H 2.5909 -0.8611 0.6935  0.227
H 2.4275 -1.5055 -0.9410  0.244
H 0.8349 0.3421 -2.1708  0.236
H 0.4918 1.8833 -1.3953  0.236
H 1.9859 1.0267 -1.0108  0.219
H -0.2553 1.8901 1.1142  0.246
H -0.1242 0.3736 2.0174  0.224
H 1.3352 1.1806 1.4257  0.216

Force components x, y, z for each atom (eV/Å):
0.4 0.1 0.0
0.0 -0.3 0.1
0.0 0.0 -0.1
-0.1 0.0 0.1
-1.0 0.0 -0.3
-1.2 0.7 0.5
-1.6 1.2 0.6
0.1 -0.5 0.1
0.2 -0.4 -0.2
0.7 0.0 0.0
1.9 -1.7 -0.4
0.2 0.6 -0.2
0.0 0.0 0.0
0.1 0.1 0.0
0.1 0.1 -0.1
0.1 0.0 -0.2
0.1 0.2 0.0
0.2 0.0 0.1
0.0 0.0 0.0
0.0 0.0 0.1
0.1 0.0 0.0

Its highest occupied orbital energy is -10.171 eV. For the relative energy (zero: lowest compared OMol25 entry of this formula, charge and spin), the calculation gives 29.6 kJ/mol. The value obtained for the LUMO energy is -0.80 eV. Its charge is 0. The value obtained for the max |F| is 2.6 eV Å⁻¹. The value obtained for the gap between HOMO and LUMO is 0.3443 hartree.

[8]
Density functional theory data (ωB97M-V with the def2-TZVPD basis set) for 2 unconnected molecules or ions with the total composition C5H9N2OS in a non-equilibrium geometry.

Last column: natural (NBO) charge in e.
Cartesian coordinates (Å):
C -1.1977 2.4335 0.2444  0.260
C -1.1017 -1.3086 -0.4498  0.336
C -1.2721 0.1472 -0.7823  -0.043
C 1.8307 -2.0208 -0.5290  -0.074
C -1.2187 1.0396 0.2559  -0.381
N -1.2860 3.2140 1.2439  -0.612
N 3.0714 -2.3726 -0.2519  -0.716
O -0.6806 -1.7270 0.6111  -0.547
S 1.4531 -0.7864 -1.4824  -0.038
H -1.1460 3.0377 -0.7110  0.228
H -1.7208 -2.0480 -1.0030  0.174
H -1.7151 0.3624 -1.7457  0.241
H 0.9256 -2.4649 -0.1035  0.249
H -0.8749 0.5328 1.2782  0.257
H -0.9753 4.1249 1.2419  0.425
H 3.1933 -3.0189 0.5949  0.415
H -1.1699 2.7461 2.1040  0.407
H 3.8848 -1.8911 -0.5154  0.418

Force components x, y, z for each atom (eV/Å):
-0.7 1.1 -4.5
-1.5 -0.9 0.9
-0.2 0.4 0.9
0.2 0.4 0.1
1.7 -2.4 2.2
0.3 -1.9 1.7
-1.1 -3.2 3.5
0.2 0.6 0.0
-0.6 1.6 -1.6
-0.1 -1.2 0.7
0.6 0.6 -0.8
0.5 0.3 -0.3
1.0 -0.8 0.6
-1.0 1.1 -2.1
0.3 2.6 -0.4
-0.1 1.2 -2.0
-0.3 -0.3 1.7
0.8 0.9 -0.7

Its highest occupied orbital energy (spin up / spin down) is -12.142 / -12.141 eV. For the relative energy (zero: lowest compared OMol25 entry of this formula, charge and spin), the calculation gives 258.3 kJ/mol. The value obtained for the LUMO energy (spin up / spin down) is -5.56 / -5.56 eV. Its charge is +1. The value obtained for the max |F| is 4.8 eV Å⁻¹. The value obtained for the gap between HOMO and LUMO (spin up / spin down) is 0.2418 / 0.2418 hartree.

[9]
Density functional theory data (ωB97M-V with the def2-TZVPD basis set) for a gas-phase ion, C5H9N2S (charge +1) in a non-equilibrium geometry.

Last column: natural (NBO) charge in e.
Cartesian coordinates (Å):
C -0.7964 0.0161 1.5215  -0.491
C -1.7688 -0.0039 0.6003  0.078
C -0.4968 0.9079 -1.2963  -0.284
C 0.6251 0.3682 -0.4872  0.269
C 2.1975 -1.4074 -0.0495  -0.436
N 1.2819 -0.6527 -0.7335  -0.297
N -1.7461 0.5418 -0.6114  -0.558
S 0.6365 1.1568 1.3124  0.505
H -0.7609 -0.5208 2.3713  0.244
H -2.6962 -0.4590 0.8831  0.246
H -0.3671 1.9376 -1.4283  0.227
H -0.4810 0.3529 -2.1865  0.266
H 2.7597 -0.7281 0.4347  0.201
H 1.5690 -1.9762 0.5950  0.237
H 2.7249 -1.9136 -0.8466  0.246
H -2.5932 0.2994 -1.0326  0.425
H -0.0880 2.0811 0.9535  0.123

Force components x, y, z for each atom (eV/Å):
0.9 2.1 -1.6
0.8 0.1 1.2
-0.7 -1.4 1.5
1.8 -2.0 -0.4
-0.6 -1.3 -1.6
-3.6 3.4 -2.0
0.5 0.6 0.8
1.0 -4.2 0.5
-0.2 -1.5 2.8
-0.3 -0.5 0.0
-0.2 1.7 -0.5
0.3 -0.3 -1.5
2.7 1.7 2.4
0.2 -1.3 0.8
0.5 -0.9 0.7
-0.9 0.3 -2.0
-2.1 3.4 -1.0

Its highest occupied orbital energy is -12.974 eV. For the relative energy (zero: lowest compared OMol25 entry of this formula, charge and spin), the calculation gives 341.3 kJ/mol. The value obtained for the LUMO energy is -3.75 eV. Its charge is +1. The value obtained for the max |F| is 5.4 eV Å⁻¹. The value obtained for the gap between HOMO and LUMO is 0.3388 hartree.

[10]
Density functional theory data (ωB97M-V with the def2-TZVPD basis set) for 2 unconnected molecules or ions with the total composition C5H9N2S in a non-equilibrium geometry.

Last column: Mulliken spin population.
Cartesian coordinates (Å):
C 1.5040 0.5986 -0.3192  0.319
C 1.1610 -0.7667 1.4348  0.404
C -0.6366 0.6356 1.0995  0.394
C -0.7521 2.0446 -1.3080  0.109
C -0.8311 -1.8527 -1.1319  0.784
N 1.9155 -0.1799 0.5960  -0.073
N 0.0360 -0.1848 1.8363  0.017
S -0.2272 0.5592 -0.6291  0.005
H 2.0981 1.1731 -1.0094  0.011
H 1.5961 -1.3998 2.1476  0.023
H -1.2024 1.4067 1.6227  0.005
H -1.7406 2.1852 -1.5350  0.008
H -0.0807 2.2659 -2.1282  -0.007
H -1.4934 -1.7957 -1.9815  0.006
H 0.1597 -2.3185 -1.2271  -0.005
H -1.3435 -2.0004 -0.2165  0.002
H -0.1628 -0.3703 2.7490  -0.003

Force components x, y, z for each atom (eV/Å):
0.6 0.3 -1.0
0.9 -1.3 1.3
-0.1 2.1 0.0
3.8 -0.7 0.5
0.8 -0.7 -0.6
2.4 1.0 -2.3
-1.0 0.0 -1.2
-3.5 0.6 -0.3
0.3 0.3 0.2
0.5 -1.3 0.6
-0.6 -0.2 -0.7
-2.5 -0.2 -0.2
0.3 0.3 0.1
0.2 0.1 -0.3
-0.6 0.2 -0.1
-0.3 -0.1 0.9
-1.3 -0.2 3.2

Its highest occupied orbital energy (spin up / spin down) is -10.763 / -11.709 eV. For the relative energy (zero: lowest compared OMol25 entry of this formula, charge and spin), the calculation gives 576.8 kJ/mol. The expectation value of S² is 2.1084. The value obtained for the LUMO energy (spin up / spin down) is -5.82 / -7.26 eV. Its charge is +1. Its spin multiplicity is 3. The value obtained for the max |F| is 3.9 eV Å⁻¹. The value obtained for the gap between HOMO and LUMO (spin up / spin down) is 0.1817 / 0.1633 hartree.